# C10H10INO2S

One molecule with the formula C10H10INO2S (wB97M-V/def2-TZVPD, the OMol25 dataset).

Geometry (Å):
C 2.40 1.02 -1.70
C 2.70 2.29 -1.28
C 1.46 0.31 -1.03
C 1.80 2.90 -0.44
C 0.65 0.89 -0.04
C 0.76 2.28 0.22
C -0.42 0.15 0.53
C -1.26 -2.13 0.16
C -2.98 0.49 1.39
C -0.81 -3.56 0.03
N -0.44 -1.13 0.17
O -0.06 2.92 1.13
O -0.61 -4.13 1.30
S -1.38 0.69 1.91
I -3.61 0.67 -0.61
H 3.15 0.52 -2.32
H 3.39 2.98 -1.69
H 1.18 -0.81 -1.30
H 2.04 3.91 -0.05
H -2.33 -1.98 0.31
H -3.66 -0.26 1.98
H 0.03 -3.64 -0.70
H -1.66 -3.96 -0.36
H -0.65 3.48 0.67
H 0.30 -3.90 1.71

net charge = 0
orbital gap (alpha / beta) = 0.2397 / 0.2418 Ha
E_LUMO (alpha / beta) = -1.04 / -0.56 eV

# C2H14O4S

A 5-piece molecular cluster, C2H14O4S overall (wB97M-V/def2-TZVPD, the OMol25 dataset).

Geometry (Å):
C 0.82 -2.09 1.75
S 1.61 -0.56 2.25
C 2.02 0.13 0.65
H 0.88 -2.75 2.61
H 1.45 -2.64 1.06
H -0.20 -1.96 1.38
H 2.50 1.10 0.76
H 2.64 -0.55 0.08
H 1.10 0.38 0.14
H -1.96 1.09 0.04
H -1.62 1.58 -1.38
O -1.97 1.87 -0.53
H -3.48 -1.23 1.09
H -3.48 -0.91 -0.45
O -2.92 -1.06 0.32
H 1.41 3.83 -0.57
H 0.60 4.95 -1.25
O 1.49 4.66 -1.04
H -1.06 -2.11 -2.39
H 0.37 -2.01 -1.89
O -0.20 -1.72 -2.61

net charge = 0
SMILES = CSC.O.O.O.O
orbital gap = 0.3225 Ha
E_LUMO = 0.15 eV

# C3H4LaO4

C3H4LaO4 as an isolated structure (wB97M-V/def2-TZVPD, the OMol25 dataset).

Geometry (Å):
O 0.25 -0.59 0.82
C 0.14 -1.01 -0.54
C 0.99 -0.08 -1.42
O 0.48 1.18 -1.49
C -0.46 0.45 1.23
O -1.63 0.67 0.80
La -2.41 1.93 3.07
H -0.91 -0.96 -0.84
H 0.52 -2.03 -0.59
H 1.14 -0.52 -2.42
H 2.00 0.03 -0.97
O -0.12 0.94 2.36

net charge = +2
orbital gap (alpha / beta) = 0.1932 / 0.1716 Ha
spin multiplicity = 2
E_LUMO (alpha / beta) = -11.33 / -11.32 eV
⟨S²⟩ = 0.7542

# C53H79O42Rb

C53H79O42Rb as an isolated structure (wB97M-V/def2-TZVPD, the OMol25 dataset).

Geometry (Å):
Rb -0.72 0.12 0.23
O -1.56 4.25 -1.19
C -1.49 2.98 -0.75
O -1.49 2.86 0.48
O -1.19 2.12 -1.61
H -1.61 4.81 -0.39
C 4.95 -4.91 -2.08
C 3.55 -4.49 -2.20
C 3.04 -4.05 -3.54
O 1.85 -4.81 -3.69
C 1.73 -5.74 -2.70
O 0.78 -6.43 -2.67
O 2.77 -5.73 -1.88
H 5.59 -4.03 -2.07
H 5.18 -5.57 -2.87
H 5.00 -5.33 -1.05
H 3.25 -3.81 -1.42
H 3.68 -4.31 -4.43
H 2.82 -2.97 -3.60
C 4.65 1.97 -7.42
C 5.26 0.95 -6.41
C 6.01 1.60 -5.27
O 5.68 0.75 -4.12
C 4.63 0.01 -4.43
O 4.10 -0.77 -3.64
O 4.27 0.23 -5.66
H 5.35 2.69 -7.78
H 3.93 2.54 -6.89
H 4.17 1.40 -8.24
H 5.96 0.17 -6.90
H 5.62 2.56 -5.15
H 7.04 1.49 -5.29
C 0.39 6.02 -3.56
C 1.69 5.47 -3.13
C 1.67 4.40 -2.03
O 2.62 3.47 -2.53
C 2.88 3.63 -3.85
O 3.44 2.79 -4.53
O 2.36 4.74 -4.32
H 0.53 6.79 -4.36
H -0.18 6.52 -2.78
H -0.31 5.27 -4.00
H 2.37 6.27 -2.90
H 0.64 3.98 -2.02
H 2.09 4.86 -1.13
C 0.37 -0.18 8.09
C 0.01 -1.04 6.93
C -1.51 -1.10 6.66
O -1.58 -1.43 5.24
C -0.53 -0.77 4.68
O -0.40 -0.55 3.51
O 0.43 -0.53 5.61
H -0.11 0.79 8.03
H 1.40 -0.09 8.19
H -0.01 -0.63 9.03
H 0.34 -2.02 6.96
H -2.00 -0.16 6.75
H -1.99 -1.88 7.19
C -1.47 -4.35 1.95
C 0.01 -4.22 1.85
C 0.73 -4.88 0.67
O 1.59 -3.79 0.14
C 1.28 -2.65 0.74
O 1.82 -1.62 0.47
O 0.37 -2.82 1.65
H -1.78 -3.65 2.75
H -1.76 -5.41 2.11
H -1.95 -4.03 1.03
H 0.43 -4.40 2.80
H 0.02 -5.17 -0.12
H 1.41 -5.66 0.88
C -4.96 2.80 2.78
C -4.12 1.97 3.73
C -2.72 1.79 3.23
O -1.94 1.98 4.43
C -2.59 2.77 5.29
O -2.04 3.23 6.29
O -3.90 2.83 4.95
H -4.89 2.28 1.79
H -4.61 3.82 2.68
H -6.02 2.86 3.10
H -4.67 1.10 4.00
H -2.44 2.49 2.47
H -2.48 0.80 2.81
C 1.39 2.92 4.60
C 0.73 3.24 3.29
C -0.28 4.42 3.18
O 0.29 5.23 2.10
C 1.53 4.83 1.82
O 2.34 5.49 1.16
O 1.86 3.67 2.41
H 2.25 2.31 4.41
H 0.63 2.45 5.18
H 1.61 3.83 5.14
H 0.31 2.33 2.81
H -0.40 4.98 4.15
H -1.27 4.06 2.90
C 4.44 -0.02 5.04
C 3.31 -0.95 4.55
C 3.86 -1.89 3.48
O 3.00 -3.01 3.69
C 2.50 -3.06 4.98
O 1.96 -3.96 5.49
O 2.80 -1.91 5.54
H 5.13 -0.69 5.53
H 4.05 0.52 5.91
H 4.85 0.74 4.36
H 2.45 -0.36 4.19
H 4.92 -2.23 3.60
H 3.69 -1.45 2.48
C -5.67 0.82 -3.77
C -4.97 0.44 -2.47
C -4.64 1.58 -1.55
O -5.80 1.56 -0.55
C -6.33 0.31 -0.56
O -7.04 -0.11 0.31
O -5.87 -0.36 -1.59
H -6.47 1.51 -3.68
H -6.09 -0.13 -4.18
H -4.88 1.22 -4.41
H -4.16 -0.26 -2.63
H -4.52 2.67 -1.82
H -3.81 1.31 -0.94
C 5.32 3.00 -0.76
C 4.82 1.58 -0.49
C 5.24 0.92 0.81
O 4.03 1.16 1.70
C 2.98 1.36 0.91
O 1.84 1.19 1.28
O 3.36 1.59 -0.34
H 5.41 3.60 0.14
H 4.61 3.51 -1.43
H 6.34 2.90 -1.17
H 5.06 0.96 -1.33
H 6.16 1.29 1.37
H 5.38 -0.16 0.72
C 0.51 -0.95 -4.26
C 0.04 0.49 -4.01
C 0.44 1.34 -5.20
O -0.63 2.35 -5.22
C -1.72 1.79 -4.71
O -2.85 2.17 -4.82
O -1.39 0.59 -4.16
H -0.03 -1.42 -5.07
H 0.45 -1.61 -3.40
H 1.57 -0.98 -4.47
H 0.32 0.87 -3.06
H 0.42 0.78 -6.16
H 1.32 1.93 -5.15
C -3.89 -3.30 -4.40
C -4.08 -3.26 -2.97
C -3.82 -4.58 -2.20
O -2.53 -4.45 -1.73
C -2.11 -3.20 -1.79
O -1.14 -2.79 -1.25
O -3.04 -2.44 -2.43
H -4.75 -3.83 -4.83
H -2.99 -3.85 -4.60
H -3.83 -2.29 -4.83
H -5.02 -2.82 -2.65
H -3.98 -5.55 -2.65
H -4.56 -4.54 -1.33
C -6.70 -1.80 3.06
C -5.35 -2.29 2.60
C -5.46 -3.18 1.38
O -4.62 -2.57 0.42
C -4.13 -1.49 0.97
O -3.35 -0.78 0.39
O -4.57 -1.20 2.17
H -7.07 -1.29 2.19
H -6.62 -1.15 3.87
H -7.35 -2.65 3.24
H -4.75 -2.77 3.38
H -6.52 -3.25 0.94
H -5.15 -4.15 1.64

net charge = 0
orbital gap = 0.3215 Ha
E_LUMO = 0.00 eV

Repeat the first record exactly.
# C10H10INO2S

One molecule with the formula C10H10INO2S (wB97M-V/def2-TZVPD, the OMol25 dataset).

Geometry (Å):
C 2.40 1.02 -1.70
C 2.70 2.29 -1.28
C 1.46 0.31 -1.03
C 1.80 2.90 -0.44
C 0.65 0.89 -0.04
C 0.76 2.28 0.22
C -0.42 0.15 0.53
C -1.26 -2.13 0.16
C -2.98 0.49 1.39
C -0.81 -3.56 0.03
N -0.44 -1.13 0.17
O -0.06 2.92 1.13
O -0.61 -4.13 1.30
S -1.38 0.69 1.91
I -3.61 0.67 -0.61
H 3.15 0.52 -2.32
H 3.39 2.98 -1.69
H 1.18 -0.81 -1.30
H 2.04 3.91 -0.05
H -2.33 -1.98 0.31
H -3.66 -0.26 1.98
H 0.03 -3.64 -0.70
H -1.66 -3.96 -0.36
H -0.65 3.48 0.67
H 0.30 -3.90 1.71

net charge = 0
orbital gap (alpha / beta) = 0.2397 / 0.2418 Ha
E_LUMO (alpha / beta) = -1.04 / -0.56 eV